# 1
ORCA calculation (the ωB97M-V functional and the def2-TZVPD basis) on a 2-piece molecular cluster, C5H3FNO2S overall at a distorted geometry.

The HOMO energy comes out at -2.51 eV. Its relative energy (zero: lowest compared OMol25 entry of this formula, charge and spin) is 191.68 kJ/mol. The value obtained for the energy is -895.53327 Ha. As for the total charge: -1. The lowest unoccupied orbital energy is 3.35 eV. The molecular weight comes out at 160.15 g mol⁻¹.

XYZ file:
```
13
Properties=species:S:1:pos:R:3:forces:R:3:mulliken_charge:R:1
C -1.18300 -0.89423 -0.81853 2.01 -1.04 -3.17 -0.068
C -1.29663 1.46381 -0.30375 1.15 1.82 -0.72 0.058
C -2.03158 -0.51581 0.11646 -2.11 -0.04 2.98 -0.423
C 2.75909 -0.73469 0.33725 -1.81 2.97 0.95 0.542
C 1.71493 0.33789 0.20248 1.09 -1.19 0.05 -0.185
N -2.04646 0.79380 0.49440 -1.17 -0.57 0.20 -0.620
O 3.73810 -1.33014 -0.04403 -0.83 -0.28 0.88 -0.622
O 1.74999 -0.75298 1.29951 1.82 -1.63 -1.12 -0.359
F 1.89941 1.55251 0.89279 0.80 -0.12 -0.17 -0.302
S -0.35003 0.54867 -1.38109 -1.41 -0.57 -0.08 -0.115
H -0.99966 -1.91911 -1.29639 -0.29 1.88 0.96 0.309
H -1.19808 2.56231 -0.18127 0.23 -0.92 -0.33 0.396
H -2.75607 -1.11202 0.68217 0.54 -0.32 -0.43 0.387
```
Positions in Å, forces in eV/Å.

---

# 2
ORCA calculation (the ωB97M-V functional and the def2-TZVPD basis) on one molecule with the formula C5H8N2 at a distorted geometry.

The HOMO energy comes out at -9.16 eV. Its relative energy (zero: lowest compared OMol25 entry of this formula, charge and spin) is 267.13 kJ/mol. The value obtained for the energy is -304.73375 Ha. As for the total charge: 0. The lowest unoccupied orbital energy is 0.85 eV. The molecular weight comes out at 96.13 g mol⁻¹.

XYZ file:
```
15
Properties=species:S:1:pos:R:3:forces:R:3:mulliken_charge:R:1
C -1.37883 -1.10694 -0.05994 0.00 0.29 0.24 -1.134
C -1.06038 0.37455 -0.40873 -0.09 0.27 -0.08 0.013
C -0.40335 1.54930 0.48657 -0.37 -0.26 0.20 -0.549
N 0.28440 0.77264 -0.45919 0.25 0.24 -0.54 -0.085
C 1.52318 0.09476 -0.47592 0.18 -0.08 -0.11 -0.535
C 1.85597 -0.79001 0.66536 0.20 -0.62 0.81 0.381
N 2.13380 -1.47304 1.55612 -0.31 0.64 -0.79 -0.413
H -1.41380 -1.34325 1.00551 0.03 0.19 0.00 0.306
H -0.61424 -1.78118 -0.49029 -0.14 0.51 0.11 0.278
H -2.32529 -1.44033 -0.50841 0.16 0.40 0.20 0.333
H -1.69772 0.75863 -1.20432 0.27 -0.10 -0.16 0.297
H -0.25050 2.62869 0.27738 -1.21 -0.52 -0.03 0.273
H -0.49480 1.36583 1.55687 0.62 -0.55 -0.02 0.243
H 1.55553 -0.48753 -1.40053 0.22 -0.07 0.12 0.290
H 2.28602 0.87788 -0.54050 0.17 -0.32 0.04 0.303
```
Positions in Å, forces in eV/Å.

---

# 3
ORCA calculation (the ωB97M-V functional and the def2-TZVPD basis) on one molecule with the formula C12H14N2O2.

The HOMO energy comes out at -7.70 eV. Its relative energy (zero: lowest compared OMol25 entry of this formula, charge and spin) is 10.51 kJ/mol. The value obtained for the energy is -725.69669 Ha. As for the total charge: 0. The lowest unoccupied orbital energy is 0.70 eV. The molecular weight comes out at 218.26 g mol⁻¹.

XYZ file:
```
30
Properties=species:S:1:pos:R:3:forces:R:3:mulliken_charge:R:1
C -1.97166 2.91171 -0.19613 -0.25 0.21 0.08 -1.057
N -1.39435 1.60940 -0.35979 0.01 0.04 0.02 0.258
C -0.13033 1.34213 -0.79498 0.26 -0.42 -0.24 -0.518
C 0.10542 -0.00327 -0.79880 0.08 0.23 -0.30 0.625
C 1.38024 -0.69410 -1.14471 -0.03 0.12 0.33 -1.421
C 2.23260 -0.94717 0.11873 -0.06 0.14 -0.03 0.594
N 3.44629 -1.67975 -0.23770 -0.05 -0.35 -0.01 -0.774
C 2.65540 0.42150 0.66462 -0.19 -0.50 0.10 0.149
O 1.96993 1.09908 1.37582 0.07 0.11 0.08 -0.556
O 3.85533 0.80236 0.22904 0.38 0.40 -0.11 -0.505
C -1.08869 -0.62159 -0.32309 -0.26 0.31 0.07 1.034
C -1.47587 -1.94276 -0.09922 0.03 0.06 -0.01 -0.315
C -2.74383 -2.18845 0.37569 -0.02 -0.22 0.02 -0.743
C -3.63798 -1.14533 0.63263 -0.11 0.05 0.04 -0.577
C -3.28549 0.16955 0.41983 -0.07 0.14 0.02 -0.714
C -2.00590 0.42627 -0.05877 0.04 -0.56 0.03 -0.566
H -2.87275 3.01342 -0.80716 0.05 0.04 0.02 0.341
H -2.23744 3.08426 0.84976 0.02 0.04 -0.04 0.337
H -1.24932 3.66599 -0.50184 -0.03 -0.03 0.01 0.340
H 0.52997 2.14075 -1.07541 0.11 0.18 -0.01 0.379
H 1.96192 -0.09423 -1.84866 0.04 -0.10 -0.05 0.249
H 1.16211 -1.65850 -1.61164 0.07 -0.01 -0.06 0.574
H 1.60562 -1.44764 0.86980 0.15 0.16 -0.09 0.406
H 3.87025 -2.09191 0.58733 -0.01 -0.03 -0.10 0.219
H 3.23849 -2.43075 -0.88631 0.05 0.04 0.03 0.240
H 4.22902 0.05255 -0.28532 -0.19 0.04 0.13 0.445
H -0.79373 -2.75776 -0.29541 0.06 -0.10 -0.02 0.380
H -3.06118 -3.20531 0.55650 -0.01 -0.07 0.01 0.384
H -4.62428 -1.37908 1.00588 -0.07 0.01 0.03 0.378
H -3.98006 0.97167 0.62049 -0.09 0.07 0.03 0.415
```
Positions in Å, forces in eV/Å.

---

# 4
ORCA calculation (the ωB97M-V functional and the def2-TZVPD basis) on a 4-piece molecular cluster, C25H59BN3O9P2 overall at a distorted geometry.

The HOMO energy comes out at -4.08 eV. Its relative energy (zero: lowest compared OMol25 entry of this formula, charge and spin) is 896.53 kJ/mol. The value obtained for the energy is -2536.68205 Ha. As for the total charge: -1. The lowest unoccupied orbital energy is 1.41 eV. The molecular weight comes out at 618.52 g mol⁻¹.

XYZ file:
```
99
Properties=species:S:1:pos:R:3:forces:R:3:mulliken_charge:R:1
C -6.03506 3.19196 -0.59281 3.05 -0.74 -2.13 -0.530
C -4.79400 2.88336 -1.39699 -2.06 0.84 1.90 -0.303
C -3.41267 3.75937 -1.13640 0.41 4.99 -1.40 0.511
O -3.38489 5.10068 -1.12646 -0.38 -8.20 0.33 -0.491
O -2.16591 2.98098 -0.95292 -4.18 2.27 0.91 -0.256
C -1.62153 3.31435 0.38302 0.86 0.15 1.75 -0.362
C -1.41597 1.94832 1.30337 0.88 0.34 -0.18 -0.220
C 0.11333 2.04637 1.92832 -1.33 -0.69 0.55 -0.461
C 0.24455 0.91640 3.12841 -0.62 -0.06 -0.07 -0.814
C 0.08731 -0.64545 2.55096 1.25 1.36 0.42 0.988
C 1.50791 -0.98999 1.80894 -0.05 0.33 0.83 -0.846
B 1.45003 -2.31513 0.80785 0.55 0.47 0.52 0.219
C 0.88322 -3.64425 1.59804 -1.42 -1.97 0.12 0.050
C -0.71478 -3.94535 1.38994 -3.49 2.49 2.21 -0.073
O -1.73119 -3.21779 1.87693 5.90 -4.18 -2.38 -0.517
P 3.31755 -2.70763 0.39002 1.15 -0.40 0.67 -0.018
C 4.13347 -1.12051 -0.29086 0.31 1.20 -1.31 -0.775
C 3.45880 -4.07118 -0.93948 0.71 -0.18 -1.57 -0.620
P 0.50982 -2.02330 -0.83401 -4.90 1.52 -1.38 1.026
O -0.96553 -1.47858 -0.67775 4.30 -1.23 -0.64 -0.771
O 0.35646 -3.59098 -1.65552 1.09 2.53 -0.84 -0.518
O 1.35506 -0.92983 -1.93044 -0.21 -3.47 -0.33 -0.565
H -6.55818 2.26643 -0.08853 0.40 2.00 -1.92 0.245
H -6.47490 4.28633 -0.49759 1.69 -2.38 0.74 0.246
H -4.83265 1.98269 -2.17772 0.80 1.49 2.71 0.309
H -2.32451 4.03394 1.01088 1.37 -1.34 -1.70 0.249
H -0.59734 3.89367 0.19175 -2.17 -1.44 0.51 0.242
H -1.51904 0.97247 0.65798 0.19 2.01 1.09 0.098
H -2.19074 1.88651 2.20137 1.53 0.30 -2.00 0.263
H 0.85703 1.87824 1.03187 -1.29 0.44 1.98 0.193
H 0.20788 3.11115 2.41873 0.12 -1.95 -1.10 0.325
H -0.63552 1.10453 3.90300 1.71 -0.19 -1.58 0.357
H 1.24951 1.06938 3.73631 -1.91 -0.50 -1.38 0.264
H 0.00383 -1.32854 3.50433 -0.15 1.17 -2.05 -0.557
H -0.83642 -0.74561 1.82480 1.95 0.07 1.65 0.162
H 1.95408 -0.05138 1.26654 -0.96 -1.56 1.10 -0.088
H 2.27340 -1.28548 2.67597 -1.41 0.74 -1.75 0.193
H 1.46540 -4.57519 1.15164 -1.39 1.55 1.17 0.053
H 1.09838 -3.56014 2.75021 -0.43 -0.17 -2.15 0.003
H -1.02020 -4.92539 0.79000 0.69 1.95 0.94 0.173
H 4.53686 -1.37992 -1.37172 -0.63 0.73 2.05 0.264
H 3.36931 -0.22052 -0.40517 1.52 -2.00 0.12 0.146
H 5.02573 -0.71550 0.36781 -1.76 -1.11 -1.29 0.264
H 4.60132 -4.37379 -1.01358 -2.32 0.44 0.21 0.350
H 3.16659 -3.66268 -2.00748 0.38 -0.99 1.86 -0.089
H 2.81661 -5.02960 -0.69089 1.27 2.11 -0.44 0.207
H 0.43992 -3.44692 -2.64522 -0.27 -0.23 1.67 0.215
H 1.77603 -1.50050 -2.66490 -0.72 1.33 1.57 0.239
C -1.83028 -4.21301 7.50729 -0.26 -0.04 0.22 -1.530
C -1.65938 -4.29667 5.99248 0.45 0.26 0.10 0.389
C -0.54712 -5.27489 5.54934 -0.02 0.24 -0.36 -0.706
O 0.78146 -4.76864 5.71471 -0.38 -0.50 0.28 -0.296
C 1.29901 -4.89976 7.03003 0.20 0.26 -0.38 -0.746
N -1.43047 -2.94425 5.46308 0.26 -0.31 -0.11 -0.706
H -1.04403 -3.62541 7.98894 -0.03 -0.07 -0.14 0.278
H -2.78369 -3.73147 7.75701 0.19 -0.04 -0.11 0.380
H -1.83643 -5.21117 7.95727 0.03 0.05 0.00 0.353
H -2.60552 -4.67007 5.58173 0.16 0.00 -0.10 0.444
H -0.66234 -5.45059 4.47303 0.11 0.15 0.11 0.272
H -0.65284 -6.25249 6.03486 0.06 0.01 0.19 0.494
H 0.94850 -5.81082 7.52407 -0.10 0.03 0.01 0.312
H 1.04148 -4.02079 7.62155 -0.05 -0.07 0.25 0.252
H 2.39003 -4.94180 6.96227 -0.12 -0.02 -0.10 0.237
H -1.41345 -2.99173 4.44360 -0.20 0.14 -0.02 0.198
H -0.47088 -2.68092 5.70758 -0.33 -0.03 0.00 0.352
C 2.54989 -5.07628 -5.32865 -0.22 -0.19 0.13 -1.215
C 2.51540 -3.82248 -6.19910 0.40 -0.12 0.16 0.212
C 3.49394 -3.87356 -7.39503 0.00 0.39 0.07 -0.689
O 4.86291 -3.64531 -7.04491 -0.46 -0.39 -0.29 -0.376
C 5.53836 -4.78924 -6.54460 0.22 0.34 0.08 -0.626
N 2.76086 -2.64658 -5.35132 0.22 0.15 -0.27 -0.493
H 3.42902 -5.11558 -4.67979 -0.08 0.08 -0.11 0.196
H 1.67079 -5.10936 -4.67343 0.20 0.06 -0.11 0.268
H 2.53752 -5.98177 -5.94409 0.02 0.07 0.04 0.366
H 1.50134 -3.74335 -6.60989 0.14 0.08 -0.06 0.330
H 3.22774 -3.06202 -8.08288 0.13 -0.01 0.12 0.348
H 3.38907 -4.80613 -7.96242 0.06 -0.12 0.13 0.402
H 5.19678 -5.71311 -7.02079 -0.09 0.03 0.05 0.289
H 5.41830 -4.84979 -5.46260 -0.02 -0.25 0.04 0.225
H 6.60607 -4.66929 -6.75028 -0.14 0.06 -0.06 0.252
H 2.64128 -1.80575 -5.91750 -0.11 -0.10 0.19 0.257
H 3.75930 -2.64143 -5.12105 -0.33 -0.05 0.06 0.280
C -2.31327 8.04666 -1.09812 0.01 -0.27 0.02 -1.362
C -3.10061 9.14940 -0.39461 0.29 0.09 -0.42 0.503
C -4.04928 9.92753 -1.33532 0.06 0.20 0.30 -0.795
O -3.39102 10.87695 -2.18034 -0.35 -0.46 0.01 -0.403
C -2.81514 10.31866 -3.35157 0.11 0.37 0.07 -0.636
N -2.15732 10.04947 0.28494 -0.26 0.39 -0.09 -0.736
H -1.48784 8.43583 -1.70033 -0.10 0.11 0.07 0.236
H -1.87326 7.36346 -0.36134 -0.15 0.17 -0.18 0.325
H -2.96387 7.45484 -1.75026 0.14 0.05 0.15 0.325
H -3.72224 8.66478 0.36832 -0.02 0.14 -0.08 0.413
H -4.73439 10.51479 -0.71215 0.14 0.07 -0.09 0.365
H -4.67520 9.24948 -1.92785 0.15 -0.07 -0.09 0.413
H -3.40458 9.48577 -3.74631 0.05 -0.04 0.10 0.288
H -1.79201 10.00083 -3.14910 0.01 -0.23 -0.14 0.233
H -2.77086 11.10196 -4.11391 -0.09 -0.01 0.13 0.262
H -2.68974 10.72677 0.83236 0.13 -0.16 0.01 0.267
H -1.71034 10.62237 -0.43750 -0.06 -0.26 0.22 0.320
```
Positions in Å, forces in eV/Å.

---

# 5
ORCA calculation (the ωB97M-V functional and the def2-TZVPD basis) on one molecule with the formula C16H20N2O6 at a distorted geometry.

The HOMO energy comes out at -7.69 eV. Its relative energy (zero: lowest compared OMol25 entry of this formula, charge and spin) is 425.60 kJ/mol. The value obtained for the energy is -1182.57332 Ha. As for the total charge: 0. The lowest unoccupied orbital energy is 0.49 eV. The molecular weight comes out at 336.34 g mol⁻¹.

XYZ file:
```
44
Properties=species:S:1:pos:R:3:forces:R:3:mulliken_charge:R:1
C -1.55101 0.38708 3.17924 0.07 -0.17 0.14 -0.900
O -2.03821 1.44719 2.39180 -0.07 0.27 -0.45 -0.490
C -1.54628 1.59233 1.11770 -0.11 0.16 0.01 1.274
C -0.73029 0.63639 0.52595 0.12 -0.09 -0.18 -0.925
C -0.24514 0.80527 -0.76248 -0.51 0.60 0.25 -0.237
C 0.62991 -0.17701 -1.37427 0.67 -0.76 -0.44 0.079
N 0.89950 -0.14211 -2.65894 -0.76 0.89 0.25 -0.625
O 1.72786 -1.17317 -2.94282 0.53 -0.71 0.18 -0.259
C 1.97116 -1.87457 -1.82585 -0.45 0.28 0.70 -0.119
C 2.90369 -3.02608 -1.91734 0.04 0.19 -0.16 -1.080
C 1.29958 -1.29721 -0.77710 0.38 -0.04 -0.86 0.992
C 1.36350 -1.75043 0.63315 -0.16 -0.30 -0.19 0.242
O 1.79294 -1.08524 1.55259 0.13 0.22 0.17 -0.604
N 0.86932 -3.00728 0.79773 -0.07 -0.32 0.00 -0.120
C 1.09997 -3.76347 2.00552 0.38 -0.17 0.02 -0.740
C 2.26205 -4.74646 1.80316 -0.19 0.37 0.43 -0.509
O 2.03279 -5.60841 0.71097 -0.19 -0.27 -0.35 -0.513
C -0.60583 1.93682 -1.49297 0.04 -0.03 0.04 -0.958
C -1.42353 2.89334 -0.92404 -0.12 0.08 0.20 0.687
O -1.82700 4.03522 -1.54623 -0.03 -0.23 0.36 -0.426
C -1.39119 4.25947 -2.86436 0.08 0.02 -0.21 -0.942
C -1.89738 2.74447 0.39932 -0.02 0.14 -0.05 0.637
O -2.69306 3.76570 0.81911 0.13 -0.38 -0.33 -0.492
C -2.92180 3.98386 2.19236 -0.17 0.16 0.45 -0.780
H -1.90153 -0.58271 2.80978 0.04 0.03 0.01 0.315
H -1.95769 0.55702 4.17558 0.04 -0.07 -0.05 0.270
H -0.45807 0.38447 3.22585 -0.02 -0.01 -0.02 0.386
H -0.47227 -0.25175 1.07237 0.00 -0.02 0.14 0.443
H 3.92771 -2.68206 -1.77043 0.06 -0.03 -0.01 0.258
H 2.83513 -3.46863 -2.90830 0.01 -0.09 -0.02 0.399
H 2.68479 -3.77844 -1.16439 -0.02 -0.05 0.02 0.223
H 0.64670 -3.54679 -0.02550 -0.01 0.20 0.01 0.366
H 0.18548 -4.30406 2.27256 0.08 0.04 0.06 0.385
H 1.34922 -3.05234 2.79488 -0.10 -0.10 0.01 0.346
H 2.43790 -5.31228 2.72627 0.04 0.07 -0.05 0.389
H 3.16856 -4.19046 1.55349 -0.05 -0.01 0.10 0.263
H 1.30859 -6.20624 0.92808 0.08 -0.01 -0.01 0.317
H -0.22001 2.03539 -2.49248 0.00 0.12 -0.13 0.649
H -1.83088 5.21120 -3.15882 0.05 -0.07 -0.03 0.228
H -0.30015 4.33053 -2.92219 -0.04 -0.02 0.00 0.366
H -1.73788 3.47360 -3.54305 0.02 0.02 0.02 0.371
H -3.57380 3.22126 2.62338 0.08 0.12 -0.03 0.230
H -1.98663 4.01755 2.75643 -0.04 0.00 -0.03 0.320
H -3.41227 4.95597 2.24610 0.05 -0.05 0.02 0.284
```
Positions in Å, forces in eV/Å.